Entry 1:
DFT (ωB97M-V/def2-TZVPD) results for a molecular structure, C40H36IMnN7O7S2.

```
94
Properties=species:S:1:pos:R:3:forces:R:3
Mn -0.1314 0.5321 0.2059 -0.095 0.313 0.320
N -4.7408 -1.3986 -0.3216 0.018 -0.094 -0.006
C -3.3844 -1.1220 -0.5302 -0.141 0.005 -0.161
S -3.0692 -0.3604 -2.0611 0.213 0.164 0.233
N -2.6500 -1.5275 0.4617 0.174 0.240 0.037
N -1.2749 -1.3016 0.4433 -0.062 -0.804 0.219
C -0.6543 -2.1340 1.2135 -0.144 0.314 -0.389
C 0.7844 -2.2389 1.4442 -0.210 -0.006 -0.011
C 1.1845 -3.1099 2.4614 0.058 -0.008 -0.001
C 2.5150 -3.3571 2.7414 -0.034 0.040 -0.024
C 3.4830 -2.7211 1.9631 0.026 -0.019 -0.014
C 3.1228 -1.8591 0.9497 0.002 0.016 0.038
C 1.7691 -1.5687 0.6677 -0.022 -0.040 -0.018
O 1.4628 -0.7169 -0.2690 0.072 0.039 0.120
H -5.3502 -0.7927 -0.8468 0.039 -0.007 0.053
H -4.9642 -1.5171 0.6554 -0.056 0.064 0.032
H -1.2731 -2.8581 1.7440 -0.009 -0.003 -0.005
H 0.4110 -3.5959 3.0459 -0.017 -0.013 0.005
H 2.7972 -4.0236 3.5459 0.004 -0.018 0.005
H 4.5344 -2.9014 2.1579 0.029 0.005 0.005
H 3.8714 -1.3459 0.3577 0.014 0.007 -0.007
C 4.0558 -0.1553 -3.9947 -0.009 0.003 -0.016
C 3.1863 0.6571 -3.0441 -0.022 0.065 0.062
C 1.6980 0.4728 -3.3001 0.050 0.069 -0.044
N 1.3382 -0.9209 -3.0542 -0.062 -0.108 0.076
C 0.1662 -1.5028 -3.3315 -0.064 -0.004 0.033
S -0.3846 -2.8582 -2.5730 0.130 -0.275 -0.046
N -0.6553 -0.8665 -4.2781 -0.069 0.170 -0.190
C -0.3420 -0.3116 -5.4823 0.084 0.082 -0.164
O -1.0393 0.5400 -6.0154 0.024 -0.282 0.087
C 0.8735 -0.8471 -6.2047 -0.116 0.074 0.111
C 1.4579 -0.0311 -7.1687 0.021 -0.042 0.056
C 2.5561 -0.4763 -7.8848 0.013 -0.043 0.017
C 3.0641 -1.7490 -7.6499 0.015 0.000 0.000
C 2.4694 -2.5722 -6.7041 -0.005 0.033 -0.020
C 1.3755 -2.1244 -5.9762 0.027 0.068 -0.108
H 5.1139 -0.0367 -3.7580 0.035 0.013 0.005
H 3.9026 0.1590 -5.0297 -0.016 0.002 -0.054
H 3.8136 -1.2172 -3.9393 -0.002 -0.038 0.013
H 3.4081 1.7226 -3.1349 0.009 -0.008 0.010
H 3.3942 0.3853 -2.0050 -0.016 -0.010 0.014
H 1.4753 0.7492 -4.3303 0.013 -0.013 0.023
H 1.1254 1.1300 -2.6438 -0.030 0.045 0.010
H 1.7095 -1.2709 -2.1723 0.086 0.007 0.053
H -1.6043 -0.7305 -3.9271 -0.059 0.013 0.064
H 1.0362 0.9507 -7.3365 -0.019 0.008 0.006
H 3.0183 0.1675 -8.6231 0.008 -0.006 0.002
H 3.9273 -2.0975 -8.2040 0.001 -0.005 -0.007
H 2.8589 -3.5662 -6.5240 0.013 0.001 -0.002
H 0.9142 -2.7698 -5.2406 -0.018 -0.026 0.013
N -3.2822 3.2061 -1.0547 0.003 -0.110 0.097
C -2.0690 2.5965 -1.0327 0.077 0.040 0.141
N -1.8603 1.9205 0.0603 0.026 0.199 -0.120
C -3.0212 2.0424 0.8078 -0.075 -0.197 -0.075
C -3.3668 1.4583 2.0246 -0.019 0.016 -0.016
C -4.6322 1.7241 2.5116 -0.002 0.014 0.000
C -5.5398 2.5344 1.8115 0.005 0.005 -0.031
C -5.2105 3.1027 0.5936 0.004 -0.020 0.053
C -3.9364 2.8358 0.1084 -0.042 0.030 -0.051
H -3.6934 3.6260 -1.8675 0.001 0.004 0.009
H -1.3568 2.6942 -1.8356 0.036 -0.015 -0.006
H -2.6821 0.8046 2.5506 0.057 0.012 0.014
H -4.9326 1.2853 3.4545 -0.016 -0.002 0.005
H -6.5244 2.7082 2.2275 -0.018 0.006 0.007
H -5.9155 3.7104 0.0418 -0.028 0.021 -0.009
I 3.1272 5.1154 6.9584 0.021 0.030 0.024
C 2.0202 3.7364 5.8307 0.005 -0.010 -0.013
C 1.4094 2.6727 6.4780 0.007 0.028 0.009
C 0.6801 1.7649 5.7262 -0.059 -0.012 -0.027
C 0.5736 1.9052 4.3484 0.019 0.004 -0.036
C 1.1964 2.9782 3.7237 0.004 -0.042 0.006
C 1.9211 3.9057 4.4599 -0.007 -0.013 0.026
C -0.2201 0.8876 3.5329 0.024 0.026 0.129
O -1.0139 0.1629 4.1343 -0.063 -0.078 0.042
O 0.0221 0.9140 2.2928 0.142 0.036 -0.419
H 1.4999 2.5568 7.5495 0.005 0.000 0.015
H 0.1746 0.9299 6.1929 -0.005 -0.019 0.007
H 1.1168 3.0694 2.6486 -0.011 0.019 0.000
H 2.4110 4.7332 3.9665 0.016 0.023 -0.017
O 4.3650 4.3895 -1.1745 0.192 -0.050 0.105
C 4.3073 3.5615 -0.1147 0.070 0.081 -0.129
C 5.4065 3.4795 0.7411 -0.021 -0.016 -0.004
C 5.3798 2.6182 1.8244 0.029 0.026 -0.009
C 4.2653 1.8267 2.0758 -0.029 0.010 -0.014
C 3.1709 1.9179 1.2322 0.033 -0.028 -0.014
C 3.1690 2.7789 0.1390 0.003 -0.050 0.069
C 1.9726 2.8829 -0.7634 -0.048 -0.020 0.010
O 2.0569 3.6616 -1.7487 -0.112 -0.073 -0.106
O 0.9510 2.2040 -0.4890 -0.046 0.089 -0.169
H 3.4783 4.2444 -1.6368 -0.097 0.083 0.041
H 6.2686 4.0978 0.5289 0.040 0.020 -0.003
H 6.2406 2.5649 2.4811 0.016 -0.004 0.011
H 4.2403 1.1510 2.9197 0.006 -0.019 0.028
H 2.2904 1.3207 1.4242 -0.022 -0.033 -0.014
```
Forces are in eV/Å.

Spin multiplicity: 6
⟨S²⟩: 8.754
E_LUMO (alpha / beta) in eV: 3.3 / 3.3
Max |F| in eV/Å: 0.84
Frontier orbital gap (alpha / beta) in eV: 5.516 / 5.542
Charge: -2
HOMO energy (alpha / beta) in eV: -2.23 / -2.25

Okay, here come the Mulliken numbers, in e, for every atom: atom 1 (Mn): 0.889, atom 2 (N): -0.533, atom 3 (C): 0.128, atom 4 (S): -0.638, atom 5 (N): -1.246, atom 6 (N): 1.735, atom 7 (C): -0.900, atom 8 (C): 1.116, atom 9 (C): -0.717, atom 10 (C): -0.935, atom 11 (C): -0.682, atom 12 (C): -0.786, atom 13 (C): 0.276, atom 14 (O): -0.174, atom 15 (H): 0.229, atom 16 (H): 0.251, atom 17 (H): 0.111, atom 18 (H): 0.378, atom 19 (H): 0.364, atom 20 (H): 0.403, atom 21 (H): 0.436, atom 22 (C): -1.362, atom 23 (C): 0.053, atom 24 (C): 0.345, atom 25 (N): 0.800, atom 26 (C): -0.722, atom 27 (S): -0.328, atom 28 (N): 0.541, atom 29 (C): 0.383, atom 30 (O): -0.712, atom 31 (C): 0.457, atom 32 (C): -0.562, atom 33 (C): -0.562, atom 34 (C): -0.326, atom 35 (C): -0.706, atom 36 (C): -0.016, atom 37 (H): 0.491, atom 38 (H): 0.225, atom 39 (H): 0.291, atom 40 (H): 0.368, atom 41 (H): -0.332, atom 42 (H): 0.771, atom 43 (H): -0.943, atom 44 (H): -0.142, atom 45 (H): -0.025, atom 46 (H): 0.421, atom 47 (H): 0.365, atom 48 (H): 0.357, atom 49 (H): 0.406, atom 50 (H): 0.373, atom 51 (N): 0.027, atom 52 (C): -1.123, atom 53 (N): 0.882, atom 54 (C): 0.219, atom 55 (C): -0.265, atom 56 (C): -1.013, atom 57 (C): -0.400, atom 58 (C): -1.115, atom 59 (C): 0.512, atom 60 (H): 0.265, atom 61 (H): 0.512, atom 62 (H): 0.232, atom 63 (H): 0.422, atom 64 (H): 0.372, atom 65 (H): 0.391, atom 66 (I): -0.010, atom 67 (C): 0.019, atom 68 (C): -0.539, atom 69 (C): -0.404, atom 70 (C): 0.034, atom 71 (C): -0.010, atom 72 (C): -0.613, atom 73 (C): -0.248, atom 74 (O): -0.794, atom 75 (O): 0.402, atom 76 (H): 0.358, atom 77 (H): 0.440, atom 78 (H): 0.416, atom 79 (H): 0.441, atom 80 (O): -0.769, atom 81 (C): 0.488, atom 82 (C): -0.791, atom 83 (C): -0.467, atom 84 (C): -1.380, atom 85 (C): -0.099, atom 86 (C): 0.329, atom 87 (C): -0.216, atom 88 (O): -0.938, atom 89 (O): 0.086, atom 90 (H): 0.394, atom 91 (H): 0.421, atom 92 (H): 0.356, atom 93 (H): 0.514, atom 94 (H): 1.051

Entry 2:
DFT (ωB97M-V/def2-TZVPD) results for a molecular structure, C4H9Cl2N2.

```
17
Properties=species:S:1:pos:R:3:forces:R:3
C -0.6960 0.1352 0.0086 -1.842 -4.506 -2.198
C 0.1775 -1.8975 -1.7357 -0.503 1.121 0.375
C 0.5921 1.0867 1.9757 0.902 -1.036 -0.757
C -1.0686 -1.6323 -0.8865 1.136 2.181 -0.788
N -0.1307 0.0447 1.1342 1.675 -0.875 3.026
N -1.1001 1.1353 -0.6788 -1.199 -0.792 -3.338
Cl -2.4899 -1.4406 -1.9075 0.029 0.465 0.333
Cl -1.2381 -2.9197 0.1779 -0.423 -0.619 1.934
H 1.0006 -1.7756 -1.0390 0.532 0.623 -0.341
H 0.0741 -1.1914 -2.5705 0.974 -0.250 0.164
H 0.3165 -2.9208 -2.0688 -0.769 -0.134 -0.230
H 0.0456 1.2366 2.9329 0.676 -0.359 -0.595
H 1.7211 0.6771 2.0725 -2.782 1.320 0.008
H 0.5093 2.0081 1.3865 0.549 -0.118 0.366
H -0.0563 -0.9181 1.5314 -0.106 0.936 -0.672
H -1.6899 1.0465 -1.5321 0.918 -1.204 0.601
H -1.3141 2.0241 -0.4231 0.231 3.247 2.112
```
Forces are in eV/Å.

Spin multiplicity: 1
E_LUMO in eV: -3.3
Max |F| in eV/Å: 5.34
Frontier orbital gap in eV: 11.354
Charge: +1
HOMO energy in eV: -14.66

Okay, here come the Mulliken numbers, in e, for every atom: atom 1 (C): 0.686, atom 2 (C): -1.094, atom 3 (C): -0.735, atom 4 (C): 0.264, atom 5 (N): -0.200, atom 6 (N): -0.359, atom 7 (Cl): -0.100, atom 8 (Cl): -0.091, atom 9 (H): 0.309, atom 10 (H): 0.323, atom 11 (H): 0.411, atom 12 (H): 0.306, atom 13 (H): 0.295, atom 14 (H): 0.289, atom 15 (H): 0.250, atom 16 (H): 0.227, atom 17 (H): 0.220

Entry 3:
DFT (ωB97M-V/def2-TZVPD) results for C19H30N2O2 in the gas phase.

```
53
Properties=species:S:1:pos:R:3:forces:R:3
C 1.9296 -1.8945 6.2394 -0.085 -0.110 0.221
O 2.4061 -1.2776 5.0712 0.048 0.142 -0.411
C 1.7175 -1.4683 3.9053 -0.068 -0.012 -0.158
C 0.5605 -2.2232 3.7858 0.145 -0.010 0.376
C -0.0645 -2.3512 2.5544 0.068 0.090 -0.253
C 0.4559 -1.7408 1.4281 -0.156 -0.144 0.115
C -0.1973 -1.8895 0.0784 0.033 0.014 -0.076
N -0.1613 -0.6365 -0.6490 0.037 -0.053 0.061
C -1.0375 0.3688 -0.0823 0.114 0.300 0.031
C -0.7575 1.7173 -0.7335 -0.219 -0.159 0.228
N -0.9314 1.6134 -2.1698 0.145 0.075 -0.036
C -0.7978 2.8934 -2.8429 -0.239 0.042 -0.053
C -1.9332 3.8260 -2.4892 0.166 -0.116 -0.100
C -1.8686 5.2590 -2.9233 -0.028 0.046 -0.084
C -1.7516 4.9110 -1.4709 -0.057 0.062 0.162
C -0.0109 0.6237 -2.6920 0.077 -0.205 -0.028
C -0.3265 -0.7501 -2.0871 -0.081 0.096 -0.290
C -1.7161 -1.2402 -2.5553 0.267 -0.200 -0.293
C -1.6384 -2.2343 -3.7159 -0.257 -0.121 0.528
O -1.1097 -1.6925 -4.9025 0.297 0.300 -0.344
C 1.6182 -0.9872 1.5574 -0.044 -0.106 0.182
C 2.2546 -0.8345 2.7726 0.069 -0.020 0.172
C 3.5001 -0.0163 2.9153 -0.046 -0.050 0.051
H 2.6283 -1.6149 7.0268 -0.081 -0.050 -0.019
H 0.9278 -1.5400 6.5045 0.036 -0.028 -0.025
H 1.9137 -2.9854 6.1426 -0.016 0.049 -0.005
H 0.1288 -2.7159 4.6428 -0.008 -0.022 0.107
H -0.9682 -2.9396 2.4823 -0.109 -0.040 -0.022
H -1.2222 -2.2785 0.2132 0.078 -0.026 -0.029
H 0.3632 -2.6289 -0.5051 -0.103 0.004 -0.044
H -0.8328 0.4320 0.9892 -0.077 0.020 -0.037
H -2.1016 0.1137 -0.2175 0.010 -0.002 0.051
H -1.4547 2.4605 -0.3459 0.056 -0.002 0.028
H 0.2719 2.0312 -0.4804 -0.025 0.030 0.004
H -0.8268 2.6972 -3.9204 0.075 0.023 0.064
H 0.1688 3.3789 -2.6132 0.005 0.010 -0.044
H -2.8991 3.3384 -2.5287 -0.069 0.064 0.012
H -2.7723 5.7363 -3.2694 -0.091 -0.010 0.012
H -0.9793 5.5907 -3.4379 0.131 -0.013 -0.017
H -2.5756 5.1507 -0.8159 -0.099 0.008 0.000
H -0.7835 5.0146 -1.0037 0.133 -0.053 -0.012
H -0.1258 0.5877 -3.7780 -0.002 0.005 0.000
H 1.0383 0.8840 -2.4574 -0.057 -0.019 -0.036
H 0.4397 -1.4627 -2.4259 -0.033 0.040 -0.014
H -2.2260 -1.7433 -1.7324 -0.084 -0.001 0.060
H -2.3124 -0.3767 -2.8508 -0.117 -0.047 0.043
H -1.0518 -3.1140 -3.4071 -0.107 0.041 -0.007
H -2.6442 -2.5707 -3.9801 0.095 -0.049 0.076
H -0.2076 -1.4015 -4.7317 -0.034 -0.051 -0.068
H 2.0170 -0.5036 0.6786 0.076 0.102 -0.090
H 3.7921 0.4124 1.9606 0.031 0.035 -0.056
H 4.3126 -0.6340 3.2949 0.117 0.037 0.029
H 3.3405 0.7852 3.6349 0.085 0.086 0.039
```
Forces are in eV/Å.

Spin multiplicity: 1
E_LUMO in eV: 0.8
Max |F| in eV/Å: 0.60
SMILES string: COc1ccc(CN2CCN(CC3CC3)C[C@@H]2CCO)cc1C
Frontier orbital gap in eV: 9.016
HOMO energy in eV: -8.20

Okay, here come the Mulliken numbers, in e, for every atom: atom 1 (C): -0.936, atom 2 (O): -0.465, atom 3 (C): 1.121, atom 4 (C): -0.769, atom 5 (C): -1.242, atom 6 (C): 0.276, atom 7 (C): -1.099, atom 8 (N): 0.284, atom 9 (C): -0.881, atom 10 (C): -0.796, atom 11 (N): 0.419, atom 12 (C): -0.955, atom 13 (C): -0.113, atom 14 (C): -0.697, atom 15 (C): -0.612, atom 16 (C): -1.558, atom 17 (C): 0.057, atom 18 (C): -0.525, atom 19 (C): -0.858, atom 20 (O): -0.549, atom 21 (C): -0.349, atom 22 (C): 1.061, atom 23 (C): -1.618, atom 24 (H): 0.258, atom 25 (H): 0.348, atom 26 (H): 0.354, atom 27 (H): 0.374, atom 28 (H): 0.386, atom 29 (H): 0.317, atom 30 (H): 0.406, atom 31 (H): 0.432, atom 32 (H): 0.283, atom 33 (H): 0.408, atom 34 (H): 0.370, atom 35 (H): 0.356, atom 36 (H): 0.381, atom 37 (H): 0.403, atom 38 (H): 0.260, atom 39 (H): 0.252, atom 40 (H): 0.298, atom 41 (H): 0.246, atom 42 (H): 0.527, atom 43 (H): 0.290, atom 44 (H): 0.635, atom 45 (H): 0.379, atom 46 (H): 0.350, atom 47 (H): 0.326, atom 48 (H): 0.424, atom 49 (H): 0.351, atom 50 (H): 0.343, atom 51 (H): 0.388, atom 52 (H): 0.336, atom 53 (H): 0.327

Entry 4:
DFT (ωB97M-V/def2-TZVPD) results for a gas-phase ion, CFN2OS (charge -1).

```
6
Properties=species:S:1:pos:R:3:forces:R:3
C -0.1663 0.9227 0.9606 1.734 -0.214 0.671
N 0.6199 1.5360 1.5628 0.067 0.421 0.451
N -0.9977 0.3067 0.2062 -1.003 -2.116 -2.118
O -0.6323 -0.9837 -0.2370 -1.809 1.522 2.131
F 1.0363 -1.8918 -3.0198 0.218 -0.788 0.226
S 0.5989 -1.7992 -1.2327 0.794 1.175 -1.360
```
Forces are in eV/Å.

Spin multiplicity: 3
⟨S²⟩: 2.018
E_LUMO (alpha / beta) in eV: 4.3 / 1.9
Max |F| in eV/Å: 3.18
Frontier orbital gap (alpha / beta) in eV: 7.688 / 5.760
Charge: -1
HOMO energy (alpha / beta) in eV: -3.42 / -3.89

Okay, here come the Mulliken numbers, in e, for every atom: atom 1 (C): 0.565, atom 2 (N): -0.475, atom 3 (N): -0.368, atom 4 (O): -0.285, atom 5 (F): -0.472, atom 6 (S): 0.035

Entry 5:
DFT (ωB97M-V/def2-TZVPD) results for a gas-phase ion, C6H8NO (charge +1).

```
16
Properties=species:S:1:pos:R:3:forces:R:3
C -0.1699 -1.4127 -1.1032 -1.988 -0.023 0.586
C 1.1886 1.6792 0.0150 4.466 -1.163 -2.371
C 1.6300 0.5824 0.9627 0.014 -0.168 -0.121
C -0.9563 0.2435 0.4523 -0.440 0.628 -1.674
C -1.4128 -0.9710 -0.3513 1.400 -0.052 -1.099
C 0.4842 0.3813 -0.0936 -1.865 2.027 2.558
N 0.7823 -0.5457 -0.9811 0.256 -2.346 -1.535
O -2.6298 -1.3919 -0.4209 0.895 2.442 1.842
H -0.0553 -2.3295 -1.6694 -0.207 0.162 -0.108
H 0.6825 2.6030 0.1309 -0.509 0.434 0.878
H 2.0235 1.7557 -0.8313 -2.053 0.054 1.760
H 2.5009 -0.0798 0.7624 -0.468 1.195 -0.269
H 1.3485 0.4540 2.0049 -0.398 0.534 -0.186
H -1.5878 1.2139 0.4640 0.791 -1.806 -0.398
H -0.8123 -0.0218 1.4718 -0.433 -0.603 1.162
H -3.0162 -2.1605 -0.8130 0.538 -1.314 -1.025
```
Forces are in eV/Å.

Spin multiplicity: 1
E_LUMO (alpha / beta) in eV: -6.0 / -6.0
Max |F| in eV/Å: 5.19
Frontier orbital gap (alpha / beta) in eV: 8.394 / 8.393
Charge: +1
HOMO energy (alpha / beta) in eV: -14.39 / -14.39

Okay, here come the Mulliken numbers, in e, for every atom: atom 1 (C): -0.447, atom 2 (C): -0.747, atom 3 (C): -0.791, atom 4 (C): -0.671, atom 5 (C): 0.602, atom 6 (C): 1.151, atom 7 (N): -0.463, atom 8 (O): -0.372, atom 9 (H): 0.426, atom 10 (H): 0.336, atom 11 (H): 0.249, atom 12 (H): 0.313, atom 13 (H): 0.269, atom 14 (H): 0.392, atom 15 (H): 0.358, atom 16 (H): 0.394

In eV, the energy relative to the best compared isomer or geometry (same formula, charge and spin) values for the records above are, in order, 0.132 1.443 2.843 0.000 1.309.